1.
11 unconnected molecules or ions with the total composition C6H34O14 in a non-equilibrium geometry, computed with ωB97M-V/def2-TZVPD.

Results
Energy relative to the best compared isomer or geometry (same formula, charge and spin), eV: 1.252
SMILES: OCCO.OCCO.OCCO.O.O.O.O.O.O.O.O
Calculated total energy, eV: -35437.92987
Orbital gap, eV: 9.18
Total charge: 0
Largest force on an atom, eV/A: 2.507

Last column: natural (NBO) charge in e.
Positions of all 54 atoms, in Å:
1 O 1.81 0.34 3.58  -0.743
2 C 2.87 1.22 3.08  -0.119
3 C 3.92 0.60 2.20  -0.090
4 O 3.44 0.19 0.92  -0.781
5 H 1.15 0.69 2.95  0.496
6 H 2.47 2.13 2.62  0.186
7 H 3.27 1.63 4.02  0.177
8 H 4.45 -0.22 2.69  0.165
9 H 4.69 1.35 1.99  0.180
10 H 2.80 -0.54 1.09  0.515
11 O -2.97 2.57 1.42  -0.732
12 C -3.81 1.39 1.45  -0.103
13 C -4.11 0.77 0.07  -0.107
14 O -2.92 0.40 -0.60  -0.750
15 H -3.28 3.03 0.63  0.464
16 H -3.41 0.64 2.14  0.198
17 H -4.74 1.73 1.92  0.173
18 H -4.70 1.52 -0.46  0.159
19 H -4.77 -0.07 0.31  0.200
20 H -2.31 1.14 -0.43  0.508
21 O 4.58 -0.29 -1.60  -0.737
22 C 3.65 0.69 -2.06  -0.106
23 C 2.45 0.03 -2.72  -0.086
24 O 1.83 -0.96 -1.90  -0.752
25 H 4.48 -0.17 -0.64  0.502
26 H 3.28 1.43 -1.34  0.187
27 H 4.19 1.20 -2.87  0.171
28 H 2.71 -0.48 -3.65  0.156
29 H 1.65 0.72 -3.04  0.173
30 H 1.93 -1.81 -2.32  0.477
31 O 1.51 -1.84 1.23  -0.985
32 H 1.65 -2.63 1.78  0.479
33 H 0.93 -2.14 0.52  0.515
34 O -2.05 0.89 -3.40  -0.952
35 H -1.46 0.24 -3.00  0.489
36 H -1.90 0.79 -4.35  0.460
37 O -3.48 -2.32 -0.31  -0.962
38 H -3.39 -1.40 -0.63  0.495
39 H -3.99 -2.77 -0.99  0.467
40 O -0.23 0.45 -0.46  -1.004
41 H 0.71 0.22 -0.40  0.502
42 H -0.67 -0.42 -0.47  0.504
43 O -0.05 1.89 1.87  -1.002
44 H -0.35 1.35 1.11  0.494
45 H -0.70 2.61 1.92  0.491
46 O -1.39 -1.87 -3.01  -0.950
47 H -2.34 -1.97 -2.82  0.486
48 H -1.24 -2.43 -3.78  0.491
49 O -1.31 -1.08 2.58  -0.956
50 H -0.37 -1.20 2.75  0.486
51 H -1.37 -0.20 2.18  0.467
52 O -0.71 -2.27 -0.38  -1.008
53 H -1.55 -2.60 -0.03  0.516
54 H -0.86 -2.18 -1.34  0.497

2.
13 unconnected molecules or ions with the total composition C6H35NO12 in a non-equilibrium geometry, computed with ωB97M-V/def2-TZVPD.

Results
Energy relative to the best compared isomer or geometry (same formula, charge and spin), eV: 2.419
Calculated total energy, eV: -32848.19865
Orbital gap (spin up / spin down), eV: 1.90 / 8.73
Total charge: -1
Largest force on an atom, eV/A: 3.446
Multiplicity: 2

Last column: natural (NBO) charge in e.
Positions of all 54 atoms, in Å:
1 C 2.43 1.22 -0.66  -0.221
2 C 1.43 2.05 0.18  -0.467
3 C 0.16 1.23 0.37  -0.181
4 C -0.43 1.30 1.57  -0.234
5 C -1.77 0.79 1.88  -0.293
6 C -2.79 1.58 2.21  -0.387
7 N 1.93 1.11 -2.06  -0.889
8 H 2.57 0.21 -0.27  0.190
9 H 3.37 1.75 -0.78  0.183
10 H 1.20 3.02 -0.29  0.223
11 H 1.87 2.48 1.09  0.194
12 H -0.31 1.16 -0.60  0.222
13 H 0.12 1.39 2.51  0.175
14 H -2.05 -0.17 1.44  0.208
15 H -2.74 2.60 2.56  0.181
16 H -3.78 1.16 2.28  0.197
17 H 0.92 1.19 -2.11  0.376
18 H 2.31 1.84 -2.65  0.353
19 H -1.71 2.75 -1.85  0.488
20 H -2.01 3.92 -1.01  0.452
21 O -1.55 3.10 -0.96  -1.047
22 H -1.63 -2.28 -1.43  0.511
23 H -0.10 -2.23 -1.01  0.495
24 O -0.73 -2.47 -1.70  -1.005
25 H -5.06 0.77 -0.94  0.394
26 H -3.54 0.95 -0.84  0.469
27 O -4.30 0.53 -0.40  -1.176
28 H -3.98 -1.31 -0.70  0.501
29 H -3.51 -2.28 0.41  0.452
30 O -3.35 -2.03 -0.49  -1.061
31 H 2.94 -0.06 -3.85  0.466
32 H 1.78 -0.69 -3.16  0.489
33 O 2.34 -0.81 -3.93  -0.967
34 H -0.41 -3.04 1.41  0.471
35 H 1.04 -3.08 1.70  0.480
36 O 0.38 -2.51 1.27  -0.990
37 H -1.57 1.80 -4.19  0.461
38 H -1.64 0.60 -3.20  0.505
39 O -1.38 1.55 -3.29  -1.122
40 H 1.36 -0.73 2.35  0.521
41 H 1.72 0.31 3.59  0.493
42 O 1.92 -0.49 3.10  -1.011
43 H -0.05 -2.51 4.32  0.472
44 H -1.45 -1.88 3.99  0.474
45 O -0.99 -2.58 4.48  -0.981
46 H 3.37 -0.33 2.13  0.485
47 H 4.55 0.64 2.41  0.464
48 O 4.32 -0.16 1.94  -0.987
49 H -0.85 -1.69 -3.30  0.511
50 H -0.32 -0.56 -4.24  0.477
51 O -1.10 -0.93 -3.86  -1.006
52 H 4.20 -2.87 0.93  0.481
53 H 3.35 -2.25 2.07  0.477
54 O 3.51 -3.06 1.57  -0.964

3.
12 unconnected molecules or ions with the total composition C6H35NO12 in a non-equilibrium geometry, computed with ωB97M-V/def2-TZVPD.

Results
Energy relative to the best compared isomer or geometry (same formula, charge and spin), eV: 4.335
SMILES: C=C(C)C[C@@H](N)CO.O.O.O.O.O.O.O.O.O.O.O
Calculated total energy, eV: -32849.26969
Orbital gap, eV: 9.67
Total charge: 0
Largest force on an atom, eV/A: 3.060

Last column: natural (NBO) charge in e.
Positions of all 54 atoms, in Å:
1 C 1.13 -0.44 4.05  -0.403
2 C 0.36 -1.39 3.48  -0.003
3 C -0.82 -1.88 4.18  -0.656
4 C 0.83 -1.90 2.17  -0.458
5 C 0.99 -0.86 1.06  -0.042
6 N 1.50 -1.57 -0.17  -0.864
7 C -0.41 -0.24 0.80  -0.090
8 O -0.33 1.19 0.79  -0.749
9 H 1.01 -0.01 5.04  0.198
10 H 1.96 0.07 3.57  0.193
11 H -1.63 -2.32 3.60  0.223
12 H -1.25 -1.13 4.85  0.229
13 H -0.42 -2.67 4.88  0.232
14 H 0.17 -2.70 1.81  0.205
15 H 1.84 -2.39 2.13  0.226
16 H 1.62 -0.06 1.45  0.176
17 H 1.48 -0.79 -0.83  0.373
18 H 0.77 -2.24 -0.43  0.366
19 H -1.08 -0.64 1.59  0.185
20 H -0.76 -0.55 -0.19  0.176
21 H -0.55 1.48 1.68  0.482
22 O 3.75 1.00 1.12  -0.947
23 H 4.48 0.46 0.80  0.501
24 H 3.06 0.36 1.28  0.468
25 O 0.16 1.81 -4.66  -0.982
26 H -0.53 2.50 -4.50  0.505
27 H 0.76 1.81 -3.90  0.481
28 O 2.36 2.17 -0.88  -0.995
29 H 1.48 2.33 -0.52  0.469
30 H 2.95 1.99 -0.12  0.500
31 O 4.15 -2.48 -1.86  -0.935
32 H 3.62 -3.14 -1.41  0.462
33 H 3.60 -1.70 -1.76  0.474
34 O -3.47 -0.43 0.03  -0.971
35 H -3.30 -1.27 -0.44  0.508
36 H -2.71 0.13 -0.14  0.476
37 O -1.78 3.52 -3.79  -0.959
38 H -1.36 4.11 -3.17  0.496
39 H -2.34 2.91 -3.28  0.490
40 O -2.93 3.66 -1.38  -0.971
41 H -2.33 3.18 -0.80  0.464
42 H -3.66 3.01 -1.38  0.499
43 O 4.42 -1.66 1.40  -0.957
44 H 3.78 -2.32 1.09  0.480
45 H 5.23 -2.18 1.42  0.479
46 O -1.70 0.14 -4.00  -0.994
47 H -0.82 0.46 -4.26  0.500
48 H -2.20 0.95 -4.16  0.461
49 O -2.16 -1.96 -1.81  -0.985
50 H -1.77 -1.27 -2.36  0.514
51 H -2.99 -2.25 -2.21  0.483
52 O -4.73 1.93 -0.23  -1.011
53 H -5.07 2.25 0.61  0.490
54 H -4.37 1.02 -0.23  0.507

4.
12 unconnected molecules or ions with the total composition C6H35NO12 in a non-equilibrium geometry, computed with ωB97M-V/def2-TZVPD.

Results
Energy relative to the best compared isomer or geometry (same formula, charge and spin), eV: 4.640
SMILES: CC(C)CNCC=O.O.O.O.O.O.O.O.O.O.O.O
Calculated total energy, eV: -32848.96402
Orbital gap, eV: 9.11
Total charge: 0
Largest force on an atom, eV/A: 4.029

Last column: natural (NBO) charge in e.
Positions of all 54 atoms, in Å:
1 C -3.17 0.16 -1.78  -0.587
2 C -1.65 -0.11 -1.74  -0.233
3 C -0.68 0.84 -2.34  -0.634
4 C -1.43 -0.35 -0.15  -0.223
5 N 0.01 -0.36 0.28  -0.682
6 C 0.19 -0.55 1.74  -0.373
7 C 1.52 -0.07 2.32  0.467
8 O 2.04 1.00 2.12  -0.560
9 H -3.54 -0.31 -2.71  0.212
10 H -3.67 -0.31 -0.90  0.222
11 H -3.27 1.24 -1.79  0.185
12 H -1.35 -1.11 -2.15  0.190
13 H 0.39 0.49 -2.59  0.222
14 H -0.51 1.81 -1.79  0.205
15 H -1.00 1.23 -3.27  0.214
16 H -1.75 0.45 0.57  0.201
17 H -1.90 -1.29 0.17  0.204
18 H 0.63 -1.01 -0.17  0.367
19 H 0.19 -1.64 2.03  0.179
20 H -0.72 -0.05 2.13  0.280
21 H 1.68 -0.77 3.14  0.124
22 O 1.92 2.09 -0.28  -1.013
23 H 2.34 1.97 0.57  0.512
24 H 1.49 1.21 -0.46  0.509
25 O -1.16 2.05 2.00  -0.968
26 H -0.39 1.96 1.42  0.474
27 H -1.88 2.16 1.36  0.498
28 O 0.66 -4.62 1.26  -0.943
29 H -0.28 -4.54 1.41  0.458
30 H 0.85 -3.73 1.56  0.479
31 O -2.32 -1.99 2.10  -0.979
32 H -2.83 -1.31 2.60  0.502
33 H -3.02 -2.63 1.83  0.465
34 O 2.46 -1.99 -3.92  -0.942
35 H 2.74 -2.80 -4.35  0.480
36 H 1.52 -2.09 -3.73  0.483
37 O 3.82 1.43 -2.11  -0.981
38 H 3.04 1.90 -1.73  0.508
39 H 4.14 1.96 -2.83  0.473
40 O 2.63 -2.68 1.66  -0.966
41 H 2.74 -2.09 0.92  0.489
42 H 3.12 -3.47 1.38  0.489
43 O -0.15 4.25 0.17  -0.989
44 H 0.06 4.59 1.04  0.491
45 H 0.52 3.64 -0.16  0.511
46 O -2.65 -0.17 3.90  -0.945
47 H -1.84 0.40 4.10  0.499
48 H -2.52 -0.85 4.57  0.475
49 O 3.37 -1.19 -1.54  -1.024
50 H 3.58 -0.34 -2.00  0.501
51 H 3.28 -1.76 -2.33  0.482
52 O -2.66 3.05 -0.21  -0.975
53 H -1.82 3.54 -0.23  0.506
54 H -2.79 2.73 -1.10  0.462

5.
13 unconnected molecules or ions with the total composition C6H36O13 in a non-equilibrium geometry, computed with ωB97M-V/def2-TZVPD.

Results
Energy relative to the best compared isomer or geometry (same formula, charge and spin), eV: 1.000
Calculated total energy, eV: -33424.61793
Orbital gap, eV: 9.68
Total charge: 0
Largest force on an atom, eV/A: 2.980

Last column: natural (NBO) charge in e.
Positions of all 55 atoms, in Å:
1 C 1.07 -1.21 -0.46  -0.083
2 O 0.90 -1.37 -1.88  -0.785
3 C -0.11 -0.39 0.00  -0.460
4 C 0.16 1.09 0.11  -0.469
5 C 0.64 1.47 1.50  0.024
6 C 1.92 1.68 1.78  -0.457
7 C -0.45 1.61 2.50  -0.676
8 H 1.14 -2.24 -0.03  0.193
9 H 2.08 -0.75 -0.32  0.198
10 H 1.71 -1.77 -2.28  0.502
11 H -0.51 -0.77 0.96  0.227
12 H -0.93 -0.52 -0.69  0.225
13 H -0.74 1.70 -0.12  0.239
14 H 0.94 1.37 -0.62  0.228
15 H 2.74 1.62 1.04  0.223
16 H 2.33 1.95 2.75  0.200
17 H -0.11 1.74 3.54  0.211
18 H -1.06 2.52 2.29  0.243
19 H -1.14 0.77 2.49  0.238
20 H -2.74 0.69 -1.37  0.518
21 H -3.03 1.46 -2.67  0.496
22 O -2.40 1.37 -1.93  -0.989
23 H 3.64 -0.74 0.98  0.467
24 H 4.32 0.18 -0.02  0.490
25 O 4.47 -0.25 0.80  -0.962
26 H -1.00 -3.78 -2.23  0.482
27 H -0.54 -2.29 -2.01  0.504
28 O -1.30 -2.91 -1.99  -0.978
29 H -3.76 -1.04 2.66  0.475
30 H -2.69 -1.47 1.73  0.494
31 O -3.01 -0.73 2.20  -0.960
32 H -0.79 1.16 -2.61  0.501
33 H 0.34 0.14 -2.60  0.485
34 O 0.05 0.95 -2.96  -0.982
35 H -3.02 -1.36 -0.36  0.499
36 H -3.56 -0.22 0.53  0.506
37 O -3.51 -0.49 -0.42  -1.008
38 H 0.81 -2.68 1.99  0.506
39 H -0.05 -3.73 2.69  0.482
40 O 0.08 -3.28 1.86  -0.983
41 H 2.39 0.54 -1.95  0.462
42 H 3.19 1.79 -1.96  0.516
43 O 3.25 0.88 -1.63  -0.983
44 H 1.67 -0.52 2.29  0.516
45 H 2.69 -1.52 2.91  0.499
46 O 2.02 -1.42 2.20  -0.992
47 H -1.36 -2.83 0.99  0.504
48 H -1.97 -2.87 -0.41  0.508
49 O -2.15 -2.66 0.52  -1.031
50 H -2.04 4.12 -0.79  0.454
51 H -2.48 2.70 -0.88  0.484
52 O -2.51 3.48 -0.30  -0.969
53 H 1.17 2.19 -2.84  0.506
54 H 1.39 3.70 -2.29  0.478
55 O 1.85 2.92 -2.67  -1.016

6.
13 unconnected molecules or ions with the total composition C6H37NO12 in a non-equilibrium geometry, computed with ωB97M-V/def2-TZVPD.

Results
Energy relative to the best compared isomer or geometry (same formula, charge and spin), eV: 1.398
Calculated total energy, eV: -32873.38173
Orbital gap (spin up / spin down), eV: 9.02 / 5.70
Total charge: +1
Largest force on an atom, eV/A: 3.749
Multiplicity: 2

Last column: natural (NBO) charge in e.
Positions of all 56 atoms, in Å:
1 C -2.84 -0.33 0.63  -0.660
2 C -1.73 -1.38 0.50  -0.501
3 N -0.53 1.56 0.70  -0.668
4 C -0.03 0.56 -0.11  0.304
5 C -0.66 -0.67 -0.31  0.238
6 C -0.07 -1.52 -1.37  -0.721
7 C 0.94 1.04 -1.17  -0.696
8 H -2.93 0.16 -0.35  0.193
9 H -2.94 0.57 1.25  0.230
10 H -3.89 -0.70 0.73  0.268
11 H -1.31 -1.56 1.53  0.266
12 H -2.14 -2.35 0.18  0.264
13 H -1.07 1.23 1.49  0.412
14 H 0.22 2.10 1.02  0.408
15 H 0.97 -1.71 -1.32  0.286
16 H -0.69 -2.39 -1.31  0.232
17 H -0.12 -1.18 -2.40  0.297
18 H 0.97 2.13 -1.30  0.253
19 H 1.89 0.59 -0.99  0.274
20 H 0.57 0.81 -2.18  0.256
21 H -4.19 -2.28 -1.86  0.471
22 H -3.67 -0.78 -1.89  0.451
23 O -4.41 -1.36 -2.12  -0.919
24 H 0.82 1.94 3.72  0.490
25 H 1.23 0.37 4.10  0.509
26 O 1.18 1.30 4.36  -0.966
27 H -1.64 2.65 -1.84  0.469
28 H -3.10 2.80 -2.18  0.487
29 O -2.23 2.64 -2.60  -0.940
30 H 3.97 1.54 2.45  0.510
31 H 5.02 2.13 1.35  0.493
32 O 4.22 1.60 1.47  -0.993
33 H 0.59 -1.15 2.20  0.468
34 H 1.43 -1.75 3.26  0.495
35 O 1.33 -0.91 2.77  -0.941
36 H -2.55 0.91 -3.55  0.497
37 H -1.94 -0.53 -3.25  0.457
38 O -2.41 0.01 -3.95  -0.948
39 H 0.32 -2.51 -5.16  0.490
40 H 0.18 -1.04 -4.89  0.495
41 O 0.33 -1.86 -4.42  -0.984
42 H 4.12 0.51 4.05  0.484
43 H 2.80 1.29 4.34  0.499
44 O 3.72 1.40 4.01  -0.964
45 H 0.32 1.46 -5.27  0.467
46 H -1.09 0.78 -5.13  0.493
47 O -0.34 0.92 -5.71  -0.963
48 H -0.97 -3.95 1.89  0.489
49 H 0.57 -3.96 2.22  0.501
50 O -0.24 -3.39 2.14  -0.981
51 H 4.40 0.10 1.46  0.478
52 H 4.87 -1.04 0.65  0.452
53 O 4.59 -0.91 1.54  -1.007
54 H -2.63 1.31 3.32  0.508
55 H -1.15 0.56 3.18  0.481
56 O -1.68 1.31 3.37  -0.958